Entry from OMol25: a molecular structure, C25H34MnN4O6SSi at a distorted geometry (ωB97M-V with the def2-TZVPD basis set).

Results
Charge: -2
LUMO (alpha / beta): 0.161 / 0.161 Ha
HOMO level (alpha / beta): -0.4 / -1.0 eV
Multiplicity: 6
Molecular weight: 601.7 u
Gap between HOMO and LUMO (alpha / beta): 4.8 / 5.4 eV

```
72
C25H34MnN4O6SSi, DFT ωB97M-V with the def2-TZVPD basis set
Mn -0.19 0.14 -0.02
O 0.00 3.44 -0.88
S -0.19 2.14 -1.54
O -0.28 2.30 -2.99
O 0.92 1.21 -1.19
O -1.44 1.50 -1.00
C -0.78 -4.26 -1.66
Si 0.31 -2.67 -1.91
C -0.76 -1.43 -2.87
C 1.79 -3.22 -3.03
N 0.85 -1.89 -0.49
C 1.79 -2.36 0.36
C 2.20 -3.70 0.42
C 3.21 -4.13 1.26
C 3.86 -3.24 2.09
C 3.48 -1.91 2.07
C 2.46 -1.47 1.25
O 2.09 -0.14 1.19
C 2.38 0.65 2.28
C 2.05 0.26 3.59
C 2.37 1.06 4.65
C 3.06 2.28 4.46
C 3.35 2.68 3.15
C 3.02 1.90 2.08
H -1.33 -4.53 -2.56
H -1.51 -4.06 -0.88
H -0.20 -5.13 -1.36
H -1.13 -1.80 -3.82
H -0.21 -0.51 -3.06
H -1.62 -1.17 -2.25
H 1.51 -3.95 -3.78
H 2.59 -3.66 -2.43
H 2.22 -2.36 -3.54
H 1.69 -4.42 -0.21
H 3.49 -5.18 1.26
H 4.66 -3.57 2.75
H 3.99 -1.19 2.70
H 1.52 -0.67 3.72
H 2.10 0.76 5.66
H 3.32 2.90 5.30
H 3.85 3.63 2.99
H 3.21 2.23 1.06
N -0.02 1.58 1.57
C -0.10 2.74 1.65
N -0.06 3.97 2.07
C -0.76 5.03 1.39
C -2.05 5.38 2.14
C -1.71 5.74 3.59
C -0.99 4.57 4.25
C 0.27 4.22 3.45
H -0.94 4.69 0.36
H -0.10 5.91 1.36
H -2.72 4.52 2.13
H -2.55 6.22 1.65
H -2.61 6.00 4.15
H -1.05 6.61 3.60
H -1.65 3.70 4.27
H -0.72 4.81 5.28
H 0.75 3.33 3.86
H 0.98 5.06 3.50
C -5.32 -0.40 -1.56
C -4.15 -0.13 -0.62
C -4.18 1.22 0.05
O -3.24 -0.94 -0.47
H -6.26 -0.37 -1.01
H -5.21 -1.38 -2.01
H -5.35 0.36 -2.34
H -5.04 1.82 -0.26
H -3.25 1.72 -0.24
H -4.16 1.12 1.13
N -1.37 -1.54 2.36
C -0.98 -0.98 1.42
```

Mulliken atomic charge list, values in e, 2 entries:
1. Mn 0.732
2. O -0.819

---

Entry from OMol25: a molecular structure, C17H27BNO4P2Y at a distorted geometry (ωB97M-V with the def2-TZVPD basis set).

Results
Charge: +2
LUMO: -0.279 Ha
HOMO level: -13.0 eV
Multiplicity: 1
Molecular weight: 471.1 u
Gap between HOMO and LUMO: 5.4 eV

```
53
C17H27BNO4P2Y, DFT ωB97M-V with the def2-TZVPD basis set
Y 0.13 0.09 -0.36
P 2.18 -0.93 -0.09
C 2.48 -1.39 -1.90
C 1.18 -1.69 -2.64
N 0.05 -1.13 -2.13
C -1.13 -1.35 -2.77
C -1.21 -2.13 -3.93
C -0.05 -2.69 -4.45
C 1.17 -2.47 -3.80
C -2.37 -0.74 -2.13
P -1.94 0.76 -1.06
H 2.09 -2.89 -4.19
H -2.17 -2.30 -4.41
H -0.08 -3.30 -5.34
H -3.10 -0.46 -2.89
H -2.83 -1.50 -1.50
H 2.94 -0.57 -2.38
H 3.17 -2.23 -1.96
H 1.90 3.91 -2.76
O 2.74 3.78 -3.35
H 2.49 4.12 -4.26
H -1.42 4.96 -0.70
O -1.03 5.76 -1.18
H -1.48 6.56 -0.78
C -2.17 2.15 -2.31
H -3.15 2.09 -2.78
H -2.07 3.12 -1.82
H -1.41 2.08 -3.09
C -3.51 0.92 -0.02
H -3.46 1.84 0.57
H -4.39 0.96 -0.66
H -3.60 0.07 0.65
C 2.24 -2.61 0.74
H 3.17 -3.13 0.48
H 2.20 -2.49 1.83
H 1.40 -3.22 0.43
C 3.83 -0.16 0.36
H 3.86 0.08 1.43
H 4.65 -0.84 0.13
H 3.98 0.77 -0.20
O -0.30 -1.39 2.82
B -0.48 -0.18 2.05
O -0.62 0.96 2.93
C -0.53 0.42 4.15
C -0.59 1.10 5.36
C -0.46 0.35 6.55
C -0.28 -1.05 6.49
C -0.22 -1.71 5.25
C -0.35 -0.94 4.09
H -0.72 2.17 5.40
H -0.49 0.85 7.51
H -0.17 -1.61 7.41
H -0.07 -2.78 5.20
```

Mulliken atomic charge list, values in e, 2 entries:
1. Y 0.508
2. P 0.450

---

Entry from OMol25: a molecular structure, C24H19Br4N7O6Zr at a distorted geometry (ωB97M-V with the def2-TZVPD basis set).

Results
Charge: 0
LUMO: -0.005 Ha
HOMO level: -7.8 eV
Multiplicity: 1
Molecular weight: 912.3 u
Gap between HOMO and LUMO: 7.7 eV

```
61
C24H19Br4N7O6Zr, DFT ωB97M-V with the def2-TZVPD basis set
Zr -0.45 -0.16 -0.11
Br 1.03 4.43 1.78
C 1.58 2.72 2.38
C 2.39 2.65 3.54
C 2.83 1.45 4.01
Br 3.92 1.41 5.56
C 2.48 0.24 3.35
C 2.88 -1.06 3.74
C 2.45 -2.14 3.03
C 1.60 -1.95 1.93
N 1.23 -0.76 1.53
C 1.66 0.34 2.22
C 1.22 1.59 1.69
O 0.49 1.57 0.60
H 2.66 3.57 4.05
H 3.52 -1.17 4.61
H 2.74 -3.14 3.31
H 1.21 -2.78 1.36
O -2.91 -2.05 2.64
C -2.20 -1.55 1.82
O -1.46 -0.47 1.88
C -1.89 -1.95 0.36
O -2.44 -1.24 -0.53
O -0.69 -2.35 0.14
C -1.48 3.84 -4.11
N -1.26 2.45 -3.76
C -0.64 1.57 -4.74
C -1.30 2.02 -2.47
N -1.00 0.84 -2.09
N -1.70 2.97 -1.54
C -2.16 2.70 -0.26
N -2.64 3.81 0.39
N -2.18 1.51 0.20
H -2.47 4.18 -3.79
H -1.45 3.94 -5.19
H -0.72 4.51 -3.70
H -0.75 2.02 -5.72
H -1.15 0.60 -4.77
H 0.41 1.39 -4.53
H -0.74 0.18 -2.82
H -1.75 3.92 -1.84
H -2.21 4.69 0.13
H -2.69 3.70 1.39
H -2.53 1.45 1.15
Br 4.23 -0.72 -0.35
C 3.16 -1.83 -1.44
C 3.75 -3.01 -1.95
C 3.04 -3.85 -2.74
Br 3.87 -5.44 -3.36
C 1.70 -3.55 -3.11
C 0.88 -4.38 -3.91
C -0.39 -3.99 -4.20
C -0.86 -2.76 -3.69
N -0.13 -1.97 -2.94
C 1.14 -2.36 -2.62
C 1.86 -1.48 -1.74
O 1.27 -0.42 -1.26
H 4.77 -3.23 -1.68
H 1.28 -5.31 -4.29
H -1.04 -4.61 -4.80
H -1.87 -2.43 -3.90
```

Mulliken atomic charge list, values in e, 2 entries:
1. Zr 0.452
2. Br -0.224

---

Entry from OMol25: a molecular structure, CH3N2O at a distorted geometry (ωB97M-V with the def2-TZVPD basis set).

Results
Charge: +1
LUMO: -0.208 Ha
HOMO level: -17.8 eV
Multiplicity: 1
Molecular weight: 59.0 u
Gap between HOMO and LUMO: 12.1 eV

```
7
CH3N2O, DFT ωB97M-V with the def2-TZVPD basis set
C -0.22 -0.41 -1.44
N 0.23 0.85 3.08
N 0.35 0.61 2.02
O -0.03 -0.44 -0.25
H -0.53 -1.29 -1.88
H -0.13 0.34 -2.23
H 0.33 0.34 0.70
```

Mulliken atomic charge list, values in e, 2 entries:
1. C 0.095
2. N -0.136

---

Entry from OMol25: a molecular structure, C22H32BCl3N12OSiTi at a distorted geometry (ωB97M-V with the def2-TZVPD basis set).

Results
Charge: +1
LUMO (alpha / beta): -0.116 / -0.105 Ha
HOMO level (alpha / beta): -10.3 / -10.3 eV
Multiplicity: 2
Molecular weight: 673.7 u
Gap between HOMO and LUMO (alpha / beta): 7.2 / 7.4 eV

```
73
C22H32BCl3N12OSiTi, DFT ωB97M-V with the def2-TZVPD basis set
Ti -0.43 0.32 -0.18
C -2.78 -1.86 -3.15
C -1.69 -1.06 -2.81
N -1.58 -0.96 -1.48
N -2.60 -1.67 -0.94
C -3.32 -2.23 -1.93
B -2.75 -1.66 0.64
N -3.01 -0.18 1.05
C -4.06 0.28 1.75
C -4.12 1.65 1.60
C -3.06 1.96 0.75
N -2.40 0.85 0.42
N -1.39 -2.19 1.15
C -1.09 -3.43 1.55
C 0.29 -3.54 1.65
C 0.77 -2.29 1.26
N -0.25 -1.48 0.96
N -3.89 -2.49 1.14
C -5.16 -2.65 0.66
C -5.93 -3.21 1.64
C -5.04 -3.35 2.73
N -3.84 -2.91 2.44
H -3.11 -2.15 -4.12
H -0.98 -0.57 -3.45
H -4.14 -2.88 -1.72
H -4.67 -0.39 2.32
H -4.83 2.33 2.03
H -2.72 2.92 0.39
H -1.87 -4.14 1.76
H 0.85 -4.39 1.97
H 1.78 -1.93 1.21
H -5.44 -2.31 -0.32
H -6.97 -3.47 1.58
H -5.24 -3.76 3.71
C 0.94 4.97 -2.67
N 0.48 3.98 -1.69
C 0.90 4.14 -0.30
C -0.08 2.86 -2.09
O -0.37 1.92 -1.32
H 0.77 5.96 -2.26
H 0.38 4.86 -3.59
H 2.01 4.83 -2.85
H 0.90 5.20 -0.07
H 1.90 3.73 -0.17
H 0.21 3.63 0.36
H -0.32 2.77 -3.16
C 5.21 1.48 0.81
C 4.07 1.15 1.75
N 2.87 0.95 0.96
C 2.85 0.30 -0.22
N 1.68 -0.02 -0.77
C 1.71 -0.69 -2.07
C 2.92 -1.57 -2.25
C 4.15 -0.72 -2.05
N 4.04 0.03 -0.80
C 5.33 0.34 -0.17
H 6.14 1.61 1.35
H 4.99 2.41 0.28
H 3.87 1.96 2.45
H 4.29 0.26 2.34
H 2.00 0.96 1.49
H 1.67 0.06 -2.88
H 0.81 -1.30 -2.15
H 2.93 -2.02 -3.25
H 2.90 -2.38 -1.52
H 4.28 -0.02 -2.89
H 5.05 -1.33 -1.99
H 6.03 0.58 -0.97
H 5.70 -0.56 0.33
Cl -0.27 1.57 5.46
Si -0.25 -0.09 4.07
Cl 0.01 1.51 2.17
Cl 1.95 -0.46 4.10
```

Mulliken atomic charge list, values in e, 2 entries:
1. Ti 0.011
2. C -1.714